(1)
50
Properties=species:S:1:pos:R:3:forces:R:3 method="wB97M-V/def2-TZVPD" total_charge=0 e_above_lowest_kj_mol=366.44
N -2.083531 -2.977725 0.582427 -2.3 -0.9 0.5
C -2.408239 -1.639630 0.456453 2.9 -0.9 0.3
N -1.510135 -0.731228 0.358649 -1.6 2.0 0.3
C -0.078190 -0.790824 0.558445 0.1 -1.5 0.1
C 0.267890 -0.798698 2.076463 -0.9 0.5 1.7
C 1.747988 -1.214548 2.284492 -0.1 -0.5 -0.4
C 2.607915 -0.238249 1.522470 1.3 -0.4 -1.5
O 2.992476 -0.912958 0.298087 0.0 0.6 -0.6
H -1.162594 -3.327026 0.437437 0.6 0.3 -0.1
H -2.820543 -3.682648 0.371628 0.9 1.2 0.4
H -3.464681 -1.379254 0.570666 0.2 -0.2 -0.5
H 0.341044 -1.710568 0.132691 0.1 0.0 0.0
H 0.460274 0.005987 0.009917 -0.5 -0.6 0.1
H -0.565391 -1.430058 2.560106 1.6 0.5 -0.5
H 0.171860 0.206407 2.593902 -0.2 -1.0 -1.0
H 1.870524 -2.231878 1.845462 0.2 0.7 0.3
H 2.254547 -1.233403 3.249484 -1.2 -0.2 0.7
H 2.107883 0.666371 1.187092 -0.2 -0.1 0.8
H 3.573556 0.081246 1.976467 -0.8 -0.3 0.4
H 3.010713 -0.217296 -0.379802 0.3 -0.4 0.0
O 2.457704 2.313455 0.104689 0.2 0.5 -0.6
H 2.721902 2.916319 0.815885 -0.2 0.0 -0.5
H 2.046591 2.827657 -0.622861 0.1 -0.1 0.7
O 1.851463 -3.288169 -0.859735 -1.5 0.4 -0.5
H 1.911089 -4.226919 -1.003411 0.8 -0.2 0.3
H 2.575964 -2.849210 -0.419724 0.6 -0.2 0.3
O -1.670476 -0.473250 -3.464399 -0.3 0.3 0.3
H -1.758535 0.465518 -3.256185 -0.2 -0.1 0.4
H -1.130517 -0.455798 -4.246797 0.4 -0.3 -0.5
O -3.040277 -2.797410 -1.974206 0.4 0.0 -0.7
H -2.362414 -3.479427 -1.933572 -0.2 -0.3 0.1
H -2.514594 -2.090435 -2.381367 -0.4 0.4 -0.1
O -3.428621 1.111635 1.932998 0.5 -0.7 0.0
H -3.075091 0.212055 2.112739 -0.2 1.0 -0.1
H -2.659159 1.571653 1.552955 -0.4 -0.2 0.4
O -0.176570 2.352152 2.795422 0.3 0.2 0.2
H 0.348008 3.113074 3.053185 0.0 0.1 0.4
H -0.127254 2.400549 1.827459 -0.4 0.1 0.0
O 0.498988 2.973346 -2.374495 -0.4 -0.3 0.8
H -0.198492 2.964293 -1.674753 0.9 0.0 -0.6
H 0.207483 3.597466 -3.032620 -0.1 0.3 -0.4
O 3.666599 1.267291 -2.557415 -0.8 0.3 0.3
H 3.788604 2.040938 -1.998986 0.7 0.1 0.2
H 2.696928 1.290764 -2.549855 0.0 -0.5 -0.5
O -2.674122 1.588538 -1.006154 0.5 0.2 -0.4
H -2.679498 0.794644 -0.458667 0.2 -0.7 0.3
H -3.581647 1.762265 -1.222209 -0.6 0.3 0.0
O -0.234172 2.269168 0.108422 -1.2 0.4 -0.4
H 0.282883 1.497861 0.311321 0.7 -0.4 -0.1
H -1.056131 1.885955 -0.270200 0.1 0.4 0.4

---

(2)
21
Properties=species:S:1:pos:R:3:forces:R:3 method="wB97M-V/def2-TZVPD" total_charge=0 s2=0.754 e_above_lowest_kj_mol=127.59 spin_multiplicity=2
N -3.515160 -0.865280 1.223154 0.3 0.5 0.7
C -1.765010 0.444733 -1.043747 0.7 -0.1 -0.3
C -0.280667 0.829566 -0.894546 -0.7 0.8 -0.4
N 0.426655 -0.069611 -0.031334 -0.2 0.4 -0.4
C 2.413325 -0.887364 0.973032 -0.6 -0.5 0.4
C 1.767893 0.324329 0.284514 0.9 -0.4 0.2
C 2.676430 0.711550 -0.867571 -0.1 0.8 -0.7
O 2.477901 0.464173 -2.028075 -0.1 -0.3 0.1
H -1.759849 -0.556418 -0.625045 -0.8 -0.1 -0.1
H -4.114517 -0.725782 2.016604 -0.9 0.0 -0.1
H -3.918764 -1.497968 0.547896 0.1 -0.2 0.3
H -2.075661 0.434965 -2.095051 0.2 -0.2 0.1
H -2.463663 1.106712 -0.547389 0.1 -0.1 0.5
H 0.120230 0.860762 -1.917645 0.5 -0.2 0.3
H -0.188804 1.867695 -0.528725 0.2 -0.1 0.0
H -2.694285 -1.233468 1.683911 0.3 -0.4 -0.7
H 1.770595 -1.058218 1.836370 0.3 -0.2 0.2
H 3.450350 -0.848957 1.287196 0.1 0.5 0.0
H 2.300626 -1.753400 0.330892 0.0 -0.1 -0.2
H 1.790205 1.140838 1.029335 -0.2 0.1 -0.3
H 3.582170 1.311151 -0.633778 0.0 -0.3 0.5